1.
99
Properties=species:S:1:pos:R:3:forces:R:3:lowdin_spin:R:1 method="wB97M-V/def2-TZVPD" multiplicity=2 de_lowest_kcal_mol=0.0 orbital_gap_ev="7.0 / 6.6" total_charge=+1 lumo_energy_ha="-0.062 / -0.064" homo_ev="-8.6568 / -8.3960"
Re 0.9465 -0.7320 -0.0076 -0.19 0.05 0.55 0.778
N 2.8682 0.0617 0.6287 -0.09 -0.02 0.06 0.018
C 3.0281 -0.3111 2.0508 0.00 -0.08 0.01 0.004
C 1.6799 -0.3313 2.7484 -0.02 0.05 -0.04 0.003
C -0.6737 -1.0974 2.3030 0.03 0.06 -0.14 0.004
C -1.4612 -1.9275 1.3035 0.01 -0.01 0.04 0.002
N -1.0696 -1.5759 -0.0838 0.07 -0.05 0.08 0.018
H 3.6934 -0.1889 0.0969 0.06 -0.04 -0.05 0.000
H 2.7386 1.0648 0.5237 0.00 0.08 0.00 0.006
H 3.7066 0.3601 2.5813 -0.01 0.02 0.01 0.000
H 3.4619 -1.3126 2.0893 0.02 0.01 -0.01 0.000
H 1.1855 0.6344 2.6357 -0.02 -0.01 0.01 0.000
H 1.8502 -0.5214 3.8034 0.01 -0.03 0.02 0.000
H -0.8183 -0.0349 2.1024 -0.01 -0.02 0.07 0.000
H -1.0303 -1.3301 3.2968 -0.01 -0.03 0.20 0.000
H -2.5321 -1.7924 1.4680 0.00 0.01 0.01 0.000
H -1.2389 -2.9839 1.4655 0.00 -0.01 -0.01 0.000
H -1.6715 -0.8464 -0.4592 0.01 0.08 0.01 0.004
H -1.1886 -2.3751 -0.6984 -0.04 -0.04 -0.02 0.000
C -1.2496 -2.7322 5.4202 0.01 0.05 -0.03 0.000
C 0.1985 -2.2207 5.2872 -0.01 -0.04 0.03 0.000
C 0.2633 -0.7098 5.5438 0.00 -0.04 -0.07 0.000
C 0.9353 -2.9667 4.1340 0.04 0.01 0.00 0.000
C 1.3967 -4.2026 4.5995 -0.03 0.06 -0.01 0.000
C 1.9959 -5.1485 3.7948 0.01 -0.01 0.02 0.000
C 2.1443 -4.8758 2.4565 0.02 -0.04 -0.04 0.000
C 1.7221 -3.6627 1.9213 0.02 -0.04 -0.05 0.000
C 1.9286 -3.5368 0.4212 -0.14 0.11 0.34 0.001
C 1.0374 -4.5105 -0.3454 0.00 -0.01 -0.04 0.001
C 3.3892 -3.6699 0.0062 0.03 -0.02 -0.02 0.001
C 1.1314 -2.6937 2.7493 0.02 -0.06 0.05 0.001
N 0.7849 -1.3785 2.1537 0.01 0.04 0.00 0.006
H -1.6053 -2.5452 6.4346 0.00 0.01 -0.02 0.000
H -1.3081 -3.8040 5.2329 0.00 0.00 0.01 0.000
H -1.9491 -2.2353 4.7459 0.02 0.00 -0.04 0.000
H 0.7070 -2.6234 6.1638 0.00 -0.03 -0.01 0.000
H -0.1770 -0.0800 4.7742 -0.04 -0.01 -0.09 0.000
H 1.2840 -0.3716 5.7241 0.00 0.00 -0.02 0.000
H -0.2952 -0.5184 6.4618 0.01 -0.01 -0.01 0.000
H 1.2668 -4.4324 5.6497 0.00 0.01 0.00 0.000
H 2.3380 -6.0860 4.2130 -0.01 0.01 0.00 0.000
H 2.6000 -5.6101 1.8045 -0.01 0.01 0.03 0.000
H 1.6184 -2.5419 0.0950 0.07 0.13 -0.49 0.004
H 1.3310 -5.5404 -0.1389 0.00 0.00 -0.01 0.000
H 1.1272 -4.3361 -1.4180 -0.01 0.00 0.01 0.000
H -0.0101 -4.4063 -0.0549 0.01 0.00 -0.01 0.000
H 3.7416 -4.6914 0.1553 0.01 0.02 -0.01 0.000
H 4.0344 -3.0094 0.5876 -0.01 0.01 -0.02 0.000
H 3.4972 -3.4244 -1.0501 0.01 0.00 0.00 -0.001
N 0.4814 0.9095 -0.7785 0.07 -0.08 -0.56 0.094
P -0.4300 1.7791 -1.7140 0.12 0.08 0.18 0.036
N -1.3107 2.8644 -0.8271 -0.01 -0.15 -0.01 0.001
C -1.8196 2.4125 0.4751 0.00 -0.07 0.04 0.001
C -3.1561 3.0697 0.7856 0.02 0.02 -0.05 0.000
C -3.0095 4.5957 0.8766 -0.02 0.02 -0.01 0.000
C -1.8986 5.0975 -0.0597 0.01 0.00 0.00 0.000
C -1.7658 4.1864 -1.2715 0.00 0.01 0.02 0.000
N -1.4973 0.8895 -2.6304 -0.02 0.01 0.08 0.011
C -1.2252 -0.4495 -3.1567 0.07 0.01 -0.06 -0.001
C -2.5343 -1.2212 -3.2487 0.01 0.00 0.01 0.000
C -3.4863 -0.5610 -4.2656 0.01 0.01 -0.02 0.000
C -3.1080 0.9053 -4.5054 0.03 -0.03 0.01 0.001
C -2.6547 1.5900 -3.2235 0.00 0.05 -0.02 0.002
N 0.3985 2.7437 -2.7876 -0.11 -0.14 0.09 0.001
C 0.7723 2.1265 -4.0762 0.00 0.00 -0.01 0.000
C 1.7325 3.0396 -4.8216 0.01 -0.01 0.02 0.000
C 3.0547 3.1948 -4.0543 0.01 0.02 -0.01 0.000
C 2.8175 3.1258 -2.5374 -0.01 -0.03 -0.02 0.001
C 1.4210 3.6310 -2.2041 0.03 0.03 0.01 0.003
H -1.0964 2.6377 1.2716 -0.01 -0.02 -0.04 0.000
H -1.9324 1.3235 0.4550 0.01 0.06 0.00 0.001
H -3.5596 2.6601 1.7128 0.01 0.01 0.01 0.000
H -3.8619 2.8038 -0.0062 0.00 0.01 0.00 0.000
H -2.7907 4.8949 1.9032 0.01 -0.01 0.00 0.000
H -3.9596 5.0646 0.6139 0.01 0.00 0.01 0.000
H -0.9372 5.1141 0.4609 -0.01 0.00 0.00 0.000
H -2.0967 6.1194 -0.3842 -0.02 -0.01 0.00 0.000
H -1.0491 4.5855 -1.9846 0.02 -0.01 -0.02 0.000
H -2.7323 4.1243 -1.7888 0.01 0.00 0.02 0.000
H -0.4987 -0.9353 -2.5045 0.00 0.02 0.02 -0.002
H -0.7549 -0.4028 -4.1479 -0.03 0.00 0.00 0.000
H -2.9994 -1.2290 -2.2564 -0.01 0.00 -0.03 0.000
H -2.3385 -2.2614 -3.5166 0.00 0.01 -0.02 0.000
H -4.5162 -0.6301 -3.9108 0.01 0.02 0.01 0.000
H -3.4512 -1.0977 -5.2147 -0.01 0.00 0.00 0.000
H -3.9482 1.4589 -4.9256 -0.02 -0.01 0.01 0.000
H -2.3028 0.9664 -5.2416 0.00 0.00 0.00 0.000
H -3.4840 1.6141 -2.5053 0.02 0.01 0.00 0.000
H -2.3850 2.6274 -3.4387 -0.01 -0.04 -0.01 0.000
H -0.1326 1.9659 -4.6651 0.01 0.00 0.02 0.000
H 1.2453 1.1458 -3.9233 0.00 0.02 -0.01 0.000
H 1.2518 4.0114 -4.9583 0.00 0.00 0.02 0.000
H 1.9086 2.6390 -5.8201 0.01 -0.01 0.00 0.000
H 3.5190 4.1461 -4.3204 -0.01 0.00 0.00 0.000
H 3.7555 2.4129 -4.3526 -0.01 -0.01 0.00 0.000
H 3.5692 3.7026 -1.9957 0.00 0.01 -0.02 0.000
H 2.8868 2.0899 -2.1913 -0.01 0.02 0.02 0.000
H 1.2883 4.6496 -2.5872 -0.01 -0.03 0.01 0.000
H 1.2675 3.6736 -1.1240 -0.01 -0.02 -0.02 0.002

---

2.
119
Properties=species:S:1:pos:R:3:forces:R:3:mulliken_charge:R:1 method="wB97M-V/def2-TZVPD" multiplicity=1 orbital_gap_ev=8.1 total_charge=+1 lumo_energy_ha=-0.106 homo_ev=-10.9818
C 2.8014 4.2611 3.3501 1.06 -1.23 0.00 -1.074
C 2.4155 3.2985 2.0379 -0.13 1.70 1.27 0.009
Cl 4.0194 2.5848 1.4441 -1.59 0.45 0.43 -0.117
C 1.3136 2.2016 2.5573 -1.13 0.01 -0.56 -0.630
C 1.1863 0.8512 1.6368 -0.70 -7.08 -4.46 0.358
N 2.2022 -0.1525 1.1385 -3.89 0.36 -0.31 -0.176
C 1.5777 -1.2667 0.3271 -1.18 3.40 2.19 -0.080
N 2.3453 -2.2809 -0.1927 -1.17 1.25 0.93 0.044
C 3.8569 -2.1840 0.0769 0.96 0.30 -0.08 -0.288
C 4.7008 -3.4999 -0.4172 0.58 0.10 0.92 -0.529
C 6.2875 -2.9923 -0.5656 -1.81 1.19 -0.84 -0.306
S 6.9919 -2.4610 1.1282 -0.46 0.11 -0.30 -0.224
N 0.0919 -0.9847 0.2930 7.34 0.35 1.26 0.139
F -0.8237 -1.7493 -0.3501 0.03 1.20 0.84 -0.136
N -0.0825 0.1941 1.0541 -0.90 3.68 1.23 0.464
C -1.5341 0.6880 1.2248 -0.42 -0.61 1.77 -0.779
C -2.3308 -0.4704 2.1288 -1.78 1.54 -0.53 0.004
C -3.5993 0.1791 2.9952 -0.37 -0.96 -0.43 -0.508
Br -1.1134 -1.3342 3.5008 -0.78 0.50 -1.22 -0.107
H 3.5244 3.5844 4.0167 -1.70 1.53 -1.28 0.317
H 1.8665 4.5607 3.9878 1.74 -0.41 -1.42 0.296
H 3.4625 5.1767 3.0032 -1.70 -1.84 0.64 0.321
H 2.0161 4.0447 1.2209 0.65 -2.07 1.33 0.327
H 0.2522 2.7447 2.4963 2.32 -1.26 0.05 0.176
H 1.4532 1.9342 3.7025 0.02 0.18 -2.60 0.349
H 1.8945 -3.0620 -0.7265 0.80 1.25 0.79 0.315
H 4.2170 -1.1865 -0.4660 -0.67 -2.23 1.10 0.032
H 4.0507 -2.0430 1.2348 -0.69 -0.29 -2.48 0.322
H 4.3154 -4.0006 -1.4020 0.68 1.22 1.71 0.348
H 4.6588 -4.3085 0.4587 0.06 1.72 -1.99 0.253
H 6.2813 -2.0078 -1.2386 0.12 -2.30 1.22 -0.068
H 6.9519 -3.8145 -1.0682 -1.11 1.65 1.40 0.379
H 6.2706 -1.3237 1.6005 0.56 -1.39 -1.31 0.163
H -1.5665 1.6696 1.9028 0.54 -2.15 -1.80 0.245
H -2.0719 0.8724 0.1993 1.17 -0.46 1.96 0.176
H -2.8190 -1.2753 1.4211 1.69 1.81 1.52 0.271
H -4.0756 1.1124 2.4483 1.14 -1.81 1.15 0.284
H -3.3013 0.3890 4.1093 -0.47 -0.11 -2.34 0.277
H -4.4353 -0.6666 3.0325 1.78 1.94 -0.06 -0.009
Br -2.9469 -1.0284 -4.9694 0.09 -0.08 -0.05 -0.114
C -1.7807 -2.5906 -4.8994 -0.30 0.00 -0.01 -0.631
C -0.9251 -2.5783 -3.6544 0.23 -0.16 0.00 -0.431
Br 0.5532 -1.3164 -3.8270 -0.05 0.01 0.20 -0.115
H -1.2001 -2.5973 -5.8260 -0.06 0.02 0.31 0.383
H -2.4571 -3.4496 -4.8933 0.15 0.12 0.05 0.386
H -0.4500 -3.5516 -3.5032 -0.13 0.12 -0.10 0.367
H -1.4755 -2.3021 -2.7505 0.02 -0.04 -0.35 0.181
Br -7.3021 -2.4327 1.4865 0.21 0.12 -0.12 -0.083
C -6.0091 -3.1175 0.1964 -0.35 -0.01 0.01 -0.427
C -5.0685 -4.1094 0.8395 0.09 -0.18 -0.17 -0.500
Br -3.7159 -3.2035 1.9152 -0.49 -1.06 0.05 -0.126
H -5.4994 -2.2516 -0.2351 -0.02 -0.24 0.12 0.129
H -6.6101 -3.6027 -0.5775 0.15 -0.01 0.14 0.329
H -4.5049 -4.6561 0.0782 -0.13 0.11 0.11 0.382
H -5.5721 -4.8238 1.4969 0.02 0.25 -0.17 0.337
Br -7.0682 0.9263 4.2978 0.08 -0.17 -0.02 -0.070
C -7.3112 -0.1795 5.8863 -0.06 0.18 0.17 -0.647
C -5.9900 -0.7136 6.3875 0.04 -0.26 0.10 -0.549
Br -5.3659 -2.1984 5.2861 0.01 0.09 0.06 -0.121
H -8.0256 -0.9643 5.6227 0.24 0.17 0.06 0.382
H -7.7644 0.4843 6.6276 0.09 -0.14 -0.11 0.347
H -6.0993 -1.1327 7.3918 -0.06 0.12 -0.18 0.394
H -5.1923 0.0348 6.3947 -0.28 -0.13 -0.04 0.353
Br -6.5337 1.5593 -5.2931 0.00 0.03 0.17 -0.131
C -6.0363 2.5918 -3.7145 -0.03 0.09 -0.30 -0.630
C -4.8912 1.9411 -2.9746 0.09 0.08 0.22 -0.483
Br -5.5026 0.4035 -1.9406 0.09 -0.01 -0.01 -0.095
H -6.9393 2.7022 -3.1078 0.29 -0.09 -0.08 0.371
H -5.7396 3.5717 -4.0983 0.02 -0.17 0.12 0.379
H -4.4686 2.6286 -2.2364 -0.12 -0.07 -0.16 0.343
H -4.0936 1.5852 -3.6330 -0.27 0.10 0.09 0.249
Br 3.2474 4.0189 -2.1157 -0.01 -0.03 0.08 -0.181
C 5.1859 3.9429 -2.3199 0.02 0.20 -0.09 -0.105
C 5.5917 2.8486 -3.2791 0.20 -0.06 -0.01 -0.326
Br 5.4780 1.0930 -2.4351 -0.08 -0.05 0.00 -0.068
H 5.6079 3.8218 -1.3184 -0.08 -0.06 -0.27 0.347
H 5.4686 4.9234 -2.7125 0.01 -0.20 0.02 -0.034
H 6.6414 2.9570 -3.5662 -0.26 0.01 0.10 -0.008
H 4.9741 2.8089 -4.1809 0.10 0.05 0.29 0.398
Br -11.9337 2.1647 2.4382 -0.03 0.04 0.13 -0.142
C -11.4363 3.1972 4.0167 -0.02 0.11 -0.21 -0.574
C -10.2912 2.5466 4.7566 0.00 0.10 0.17 -0.451
Br -10.9026 1.0090 5.7907 0.11 0.01 -0.11 -0.142
H -12.3393 3.3077 4.6235 0.28 -0.08 -0.10 0.379
H -11.1396 4.1771 3.6330 0.01 -0.17 0.11 0.353
H -9.8686 3.2340 5.4948 -0.11 -0.07 -0.15 0.358
H -9.4936 2.1906 4.0983 -0.35 0.12 0.15 0.159
Br 5.0568 -1.7760 -5.2392 0.06 -0.01 -0.06 -0.121
C 6.7869 -2.5380 -5.7201 -0.17 -0.22 0.06 -0.585
C 7.8651 -2.0950 -4.7592 0.29 0.13 -0.09 -0.211
Br 8.4225 -0.2605 -5.1214 -0.08 -0.11 0.07 -0.120
H 6.9845 -2.2524 -6.7570 0.02 -0.01 0.32 0.369
H 6.6448 -3.6208 -5.6669 0.08 0.18 0.02 0.337
H 8.7692 -2.6964 -4.8898 -0.20 0.06 -0.02 0.364
H 7.5562 -2.1327 -3.7106 -0.02 0.01 -0.28 -0.031
Br 9.1817 0.4753 -1.2334 0.03 0.07 0.00 -0.027
C 10.9865 0.0748 -0.6109 -0.07 -0.14 -0.20 -0.663
C 10.9685 -0.4890 0.7906 0.21 0.02 0.20 -0.420
Br 10.6807 0.9170 2.1126 -0.08 -0.12 -0.07 -0.136
H 11.5673 0.9968 -0.7013 -0.15 -0.24 0.13 0.364
H 11.3732 -0.6640 -1.3181 -0.04 0.09 0.17 0.326
H 11.9401 -0.9218 1.0448 -0.15 0.09 -0.11 0.352
H 10.1880 -1.2388 0.9483 0.13 0.23 -0.14 0.224
Br 6.4338 7.8022 -3.1544 0.08 -0.05 0.07 -0.151
C 8.3723 7.7261 -3.3586 -0.09 0.22 -0.07 -0.537
C 8.7781 6.6318 -4.3178 0.22 -0.08 -0.03 -0.605
Br 8.6643 4.8762 -3.4738 0.03 0.09 -0.06 -0.113
H 8.7943 7.6051 -2.3571 -0.08 -0.07 -0.30 0.367
H 8.6550 8.7066 -3.7512 -0.02 -0.21 0.02 0.337
H 9.8278 6.7402 -4.6049 -0.19 0.03 0.09 0.350
H 8.1605 6.5921 -5.2196 0.11 0.08 0.29 0.371
Br -8.8785 -5.3229 3.4557 -0.05 0.00 -0.09 -0.127
C -10.1442 -5.5914 1.9958 -0.08 0.03 0.27 -0.587
C -9.8465 -6.8664 1.2422 -0.12 -0.02 -0.19 -0.537
Br -8.3166 -6.6414 0.0521 0.03 -0.05 0.07 -0.143
H -10.1033 -4.6963 1.3692 0.05 -0.27 0.08 0.344
H -11.1244 -5.6485 2.4769 0.16 -0.06 -0.12 0.344
H -10.6800 -7.1296 0.5848 0.13 0.10 0.13 0.338
H -9.6205 -7.7150 1.8942 -0.04 0.31 -0.11 0.367